C5H11NOS | wB97M-V/def2-TZVPD

Values from the calculation:
Molecular weight in g/mol: 133.2
HOMO in eV: -7.465
Orbital gap in eV: 8.23

ORCA input file:
```
! RIJCOSX wB97M-V def2-TZVPD def2/J DEFGRID3
* xyz 0 1
C -0.603 -1.403 0.631
C -1.605 -1.402 -0.461
C -0.370 0.868 0.627
C 0.049 2.226 0.198
C 1.375 -0.507 -0.484
N 0.351 -0.326 0.548
O -3.346 0.530 0.413
S -2.279 0.313 -0.527
H -1.192 -1.362 1.629
H -0.044 -2.238 0.605
H -0.934 -1.595 -1.357
H -2.313 -2.202 -0.330
H -0.979 0.929 1.529
H -0.088 2.504 -0.871
H 1.139 2.304 0.443
H -0.485 2.957 0.740
H 1.118 -0.178 -1.444
H 2.277 -0.070 -0.161
H 1.659 -1.579 -0.568
*
```


C5H11NOS | wB97M-V/def2-TZVPD

Values from the calculation:
Molecular weight in g/mol: 133.2
HOMO (alpha / beta) in eV: -7.502 / -7.502
Orbital gap (alpha / beta) in eV: 8.16 / 8.16

ORCA input file:
```
! RIJCOSX wB97M-V def2-TZVPD def2/J DEFGRID3
* xyz 0 1
C -1.116 -1.350 0.951
C -0.507 0.332 -1.295
C 1.150 0.015 0.322
C 1.694 -1.231 -0.375
C -0.151 1.976 0.401
N 0.411 0.871 -0.379
O -2.781 0.486 0.426
S -2.084 -0.649 -0.192
H -0.801 -2.280 0.764
H -1.350 -1.123 1.990
H -1.072 1.115 -1.870
H 0.001 -0.427 -2.006
H 1.719 0.409 1.104
H 1.981 -2.158 0.239
H 2.677 -0.966 -0.784
H 0.858 -1.488 -1.063
H -0.042 2.911 -0.122
H -1.056 1.568 0.693
H 0.468 1.989 1.197
*
```


C5H11NOS | wB97M-V/def2-TZVPD

Values from the calculation:
Molecular weight in g/mol: 133.2
Structure (SMILES): CCN(OC)C(C)=S
HOMO in eV: -8.189
Orbital gap in eV: 8.83

ORCA input file:
```
! RIJCOSX wB97M-V def2-TZVPD def2/J DEFGRID3
* xyz 0 1
C 2.761 0.152 0.819
C 1.443 0.933 0.719
N 0.377 0.182 0.092
O 0.664 0.122 -1.280
C 0.551 -1.278 -1.676
C -0.920 0.074 0.498
C -1.154 -0.223 1.939
S -2.107 0.157 -0.634
H 3.195 0.137 -0.191
H 2.587 -0.860 1.148
H 3.519 0.588 1.492
H 1.532 1.839 0.102
H 1.094 1.240 1.759
H -0.377 -1.669 -1.067
H 0.470 -1.261 -2.758
H 1.441 -1.827 -1.344
H -0.284 -0.157 2.627
H -1.895 0.501 2.227
H -1.611 -1.242 1.952
*
```


C5H11NOS | wB97M-V/def2-TZVPD

Values from the calculation:
Molecular weight in g/mol: 133.2
HOMO (alpha / beta) in eV: -14.152 / -13.701
⟨S²⟩: 1.01
Orbital gap (alpha / beta) in eV: 6.73 / 5.09

ORCA input file:
```
! RIJCOSX wB97M-V def2-TZVPD def2/J DEFGRID3
* xyz 1 2
C 0.211 -1.504 0.399
C 1.295 -0.862 -0.351
C 1.136 0.741 -0.513
S -0.060 1.191 -1.791
C 0.027 -0.924 1.713
N -1.302 -0.539 2.140
C -2.106 0.127 1.058
O 0.993 -0.505 2.356
H 0.761 1.756 -4.544
H -0.698 -1.981 -0.060
H 2.260 -0.983 0.044
H 1.329 -1.194 -1.388
H 0.895 1.214 0.473
H 2.136 1.293 -0.758
H 0.959 1.226 -4.250
H -1.088 -0.009 3.006
H -2.744 -0.596 0.552
H -2.673 0.965 1.546
H -1.332 0.585 0.366
*
```


C5H11NS | wB97M-V/def2-TZVPD

Values from the calculation:
Molecular weight in g/mol: 117.2
Structure (SMILES): CCN1CC(S)C1
HOMO in eV: -8.837
Orbital gap in eV: 9.31

ORCA input file:
```
! RIJCOSX wB97M-V def2-TZVPD def2/J DEFGRID3
* xyz 0 1
C 2.424 0.082 -0.028
C 1.172 -0.977 -0.390
N -0.151 -0.598 -0.274
C -0.583 0.651 -0.791
C -1.819 0.523 0.207
S -3.273 -0.478 -0.341
C -0.687 -0.364 1.051
H 2.327 0.990 -0.638
H 2.653 0.517 1.100
H 3.513 -0.180 -0.329
H 1.277 -1.959 0.115
H 1.332 -1.219 -1.566
H -0.603 0.491 -1.948
H 0.073 1.644 -0.509
H -2.397 1.455 0.739
H -4.240 0.404 0.607
H -0.041 0.316 1.566
H -0.978 -1.296 1.429
*
```


C5H11NSi | wB97M-V/def2-TZVPD

Values from the calculation:
Molecular weight in g/mol: 113.2
Structure (SMILES): C[C@@H](C#N)[SiH](C)C
HOMO in eV: -10.687
Orbital gap in eV: 11.50

ORCA input file:
```
! RIJCOSX wB97M-V def2-TZVPD def2/J DEFGRID3
* xyz 0 1
C -2.224 -0.525 -0.361
C -0.878 -1.110 0.027
C -0.452 -1.946 -1.366
N 0.057 -2.601 -2.154
Si 0.298 0.335 0.362
C 1.181 0.893 -1.139
C 1.568 -0.379 1.728
H -2.057 0.267 -1.140
H -2.935 -1.267 -0.950
H -2.624 -0.197 0.634
H -0.926 -1.732 1.005
H -0.585 1.343 1.182
H 1.816 1.713 -0.860
H 1.774 0.158 -1.508
H 0.490 1.116 -2.021
H 1.822 -1.552 1.553
H 2.547 0.085 1.695
H 1.198 -0.271 2.768
*
```


C5H11O | wB97M-V/def2-TZVPD

Values from the calculation:
Molecular weight in g/mol: 87.1
HOMO in eV: -16.046
Orbital gap in eV: 9.58

ORCA input file:
```
! RIJCOSX wB97M-V def2-TZVPD def2/J DEFGRID3
* xyz 1 1
C -0.652 -2.078 -0.253
C -1.755 0.911 0.185
C 2.147 0.071 0.059
C -0.282 1.257 0.269
C 0.600 0.088 -0.285
O -0.038 -1.108 0.361
H -1.149 -2.797 0.450
H -0.672 -2.187 -1.305
H -2.026 0.074 0.939
H -2.010 0.545 -0.826
H -2.289 1.737 0.492
H 2.728 -0.780 -0.429
H 2.727 0.867 -0.235
H 2.073 -0.114 1.180
H -0.006 2.163 -0.365
H 0.038 1.390 1.288
H 0.566 -0.039 -1.526
*
```


C5H11O2 | wB97M-V/def2-TZVPD

Values from the calculation:
Molecular weight in g/mol: 103.1
HOMO in eV: -3.602
Orbital gap in eV: 7.25

ORCA input file:
```
! RIJCOSX wB97M-V def2-TZVPD def2/J DEFGRID3
* xyz -1 1
C -1.840 1.852 0.940
C -1.175 3.006 1.556
C -0.882 0.892 0.173
H -2.229 1.391 1.891
H -2.639 2.016 0.236
H -0.643 2.633 2.411
H -1.888 3.667 1.990
H -0.674 1.378 -0.923
H 0.027 0.962 0.963
H -0.348 3.632 0.963
H -1.130 -0.050 0.183
C -0.116 -2.404 -0.671
C 1.332 -1.500 -0.803
O 1.950 -1.678 -1.816
O 1.424 -0.720 0.178
H -0.255 -2.557 0.376
H -0.336 -3.344 -1.175
H -0.789 -1.620 -0.985
*
```


C5H11O2 | wB97M-V/def2-TZVPD

Values from the calculation:
Molecular weight in g/mol: 103.1
HOMO in eV: -3.810
Orbital gap in eV: 7.35

ORCA input file:
```
! RIJCOSX wB97M-V def2-TZVPD def2/J DEFGRID3
* xyz -1 1
C -1.374 1.184 -2.322
C -1.139 -0.167 -3.020
C -0.289 1.522 -1.301
H -1.572 1.991 -3.042
H -2.335 1.082 -1.816
H -1.346 -0.963 -2.297
H -0.115 -0.312 -3.370
H -0.086 0.635 -0.713
H 0.618 1.724 -1.875
H -1.821 -0.262 -3.870
H -0.576 2.356 -0.675
C 0.142 -1.687 1.148
C 0.837 -0.546 1.941
O 0.105 0.436 2.217
O 2.042 -0.718 2.205
H -0.093 -1.306 0.159
H -0.766 -2.025 1.644
H 0.851 -2.513 1.013
*
```


C5H11O2 | wB97M-V/def2-TZVPD

Values from the calculation:
Molecular weight in g/mol: 103.1
HOMO in eV: -3.577
Orbital gap in eV: 6.90

ORCA input file:
```
! RIJCOSX wB97M-V def2-TZVPD def2/J DEFGRID3
* xyz -1 1
C -0.921 1.899 1.409
C -0.292 1.098 2.622
C -2.233 2.421 1.922
H -0.230 2.722 1.114
H -1.072 1.045 0.705
H 0.113 1.761 3.342
H 0.360 0.324 2.328
H -3.130 1.733 1.830
H -2.226 2.456 2.955
H -1.146 0.759 3.367
H -2.677 3.319 1.415
C 0.098 -0.882 -2.384
C 1.095 -1.583 -1.572
O 0.694 -2.514 -0.888
O 2.255 -1.187 -1.703
H -0.864 -1.263 -2.487
H 0.409 -1.138 -3.431
H 0.396 0.174 -2.397
*
```


C5H11O2 | wB97M-V/def2-TZVPD

Values from the calculation:
Molecular weight in g/mol: 103.1
HOMO in eV: -3.775
Orbital gap in eV: 7.59

ORCA input file:
```
! RIJCOSX wB97M-V def2-TZVPD def2/J DEFGRID3
* xyz -1 1
C -0.953 -0.074 0.275
C -2.400 -0.540 0.042
C -0.552 0.227 1.709
H -0.282 -0.857 -0.074
H -0.669 0.745 -0.403
H -3.166 0.205 0.302
H -2.554 -1.527 0.467
H -0.876 -0.577 2.330
H 0.539 0.189 1.730
H -2.556 -0.678 -1.057
H -0.791 1.253 1.974
C 1.850 0.764 -1.478
C 2.235 -0.440 -0.408
O 1.907 -1.545 -0.870
O 2.921 -0.102 0.572
H 0.969 1.224 -1.052
H 1.785 0.192 -2.410
H 2.592 1.538 -1.648
*
```


C5H11O2 | wB97M-V/def2-TZVPD

Values from the calculation:
Molecular weight in g/mol: 103.1
HOMO in eV: -3.963
Orbital gap in eV: 7.96

ORCA input file:
```
! RIJCOSX wB97M-V def2-TZVPD def2/J DEFGRID3
* xyz -1 1
C 0.965 -1.023 0.000
C 1.815 -2.254 0.098
C -0.663 -1.110 0.266
O -1.152 -2.222 0.458
O -1.147 0.013 0.565
H 1.351 -0.424 0.889
H 1.085 -0.232 -0.902
H 2.782 -2.374 -0.419
H 1.069 -3.032 -0.219
H 1.999 -2.534 1.185
C 0.046 2.420 -1.091
C -0.371 3.443 -0.119
H 0.733 1.657 -0.621
H -0.854 2.053 -1.617
H 0.577 2.767 -1.897
H -0.995 4.251 -0.484
H 0.582 3.809 0.232
H -0.688 2.877 0.747
*
```


Q: Which largest force on an atom values were calculated for the entries above? A: 4.2; 3.8; 2.6; 5.5; 5.0; 5.0; 5.1; 8.4; 1.3; 4.2; 3.0; 4.0, in eV Å⁻¹.
Q: Which energy relative to the best compared isomer or geometry (same formula, charge and spin) values were calculated for the entries above? A: 3.4008; 5.5303; 3.4239; 4.7621; 4.0631; 2.1788; 1.1786; 2.1813; 0.2436; 1.7937; 0.6947; 1.5578, in eV.